No. 1
14
Properties=species:S:1:pos:R:3 method="wB97M-V/def2-TZVPD" smiles="C=CO.CC=S" spin_multiplicity=1 homo_lumo_gap_ev="8.59 / 8.59"
S -1.49587 0.53125 -1.35024
O 1.80997 1.20278 1.36906
C 2.19336 0.80221 -1.01440
C -1.98125 -0.04680 0.08184
C 2.18208 0.53010 0.28341
C -2.24106 -1.47662 0.28604
H 2.48383 0.04315 -1.75024
H -1.95107 0.58464 0.94842
H -1.54172 -1.93774 -0.37989
H 2.63091 -0.43515 0.52475
H -3.23121 -1.84842 0.03573
H 1.42794 2.03282 1.06127
H -2.00143 -1.69840 1.26607
H 1.71552 1.71619 -1.36181

***

No. 2
14
Properties=species:S:1:pos:R:3 method="wB97M-V/def2-TZVPD" smiles="C=C[C@H](O)CS" spin_multiplicity=1 homo_lumo_gap_ev=10.17
S 2.86957 0.04288 -0.10903
O 0.21613 1.66665 -0.19746
C 1.19583 -0.59791 -0.28921
C -1.22076 -0.03293 -0.54033
C -2.33868 -0.27370 0.13468
C 0.01835 0.33212 0.15856
H 1.05916 -1.56307 0.16211
H -2.28410 -0.37820 1.25323
H 1.09266 -0.69527 -1.39046
H 2.95105 -0.31130 1.12880
H -0.08172 0.22105 1.27532
H 1.00297 1.89683 0.26334
H -1.13947 0.19052 -1.57354
H -3.34099 -0.49768 -0.27602

***

No. 3
14
Properties=species:S:1:pos:R:3 method="wB97M-V/def2-TZVPD" smiles=OC[C@@H]1C[C@H]1S spin_multiplicity=1 homo_lumo_gap_ev=10.05
S 2.46065 -1.34397 0.19664
O -1.77085 1.79958 -0.37133
C -0.90883 1.08828 0.55775
C -0.14523 -1.00711 -0.83537
C 0.16545 0.32868 -0.21251
C 0.75206 -0.90851 0.34719
H 0.33497 -1.23935 1.28761
H -2.08111 1.09106 -1.00872
H 0.86321 0.91521 -0.82214
H -1.14364 -1.41682 -0.74943
H -0.49096 1.83823 1.24359
H -1.56907 0.46268 1.18495
H 3.14267 -0.40312 0.93781
H 0.39068 -1.20482 -1.75605

***

No. 4
14
Properties=species:S:1:pos:R:3 method="wB97M-V/def2-TZVPD" spin_multiplicity=1 homo_lumo_gap_ev=9.43
S -2.06068 -0.14118 0.04813
O 1.56422 -0.88203 0.01172
C 0.24777 -0.86932 0.49792
C -0.33731 0.50018 0.65819
C 0.14597 1.60435 -0.28825
C -0.80499 -1.45740 -0.33460
H 1.01987 2.10054 0.29113
H -0.44772 0.96572 1.69684
H 0.30348 -1.31050 1.42397
H -0.64985 2.29744 -0.57268
H 0.88344 0.93576 -1.28789
H 1.71446 0.17418 -0.58032
H -0.96372 -2.49272 -0.08269
H -0.61493 -1.42503 -1.48147

***

No. 5
14
Properties=species:S:1:pos:R:3 method="wB97M-V/def2-TZVPD" smiles="O=CCCCS" spin_multiplicity=1 homo_lumo_gap_ev=10.00
S -1.15600 0.33040 2.36806
O 2.48186 -0.50165 -2.06862
C -1.19225 -0.38323 0.70272
C -0.03224 0.39836 -0.25185
C 0.23160 -0.38687 -1.42198
C 1.42806 0.09868 -2.09863
H -2.22089 -0.17088 0.25283
H -0.37179 1.40026 -0.48529
H 0.35688 -1.51326 -1.36882
H -1.17589 -1.45617 0.70875
H 0.91809 0.38149 0.33718
H -2.18928 1.08499 2.26945
H -0.66755 -0.38627 -2.03925
H 1.38063 1.02494 -2.59653

***

No. 6
15
Properties=species:S:1:pos:R:3 method="wB97M-V/def2-TZVPD" smiles="CSC(=S)CCO" spin_multiplicity=1 homo_lumo_gap_ev=8.77
S -1.62336 -0.92520 0.07104
S 0.08643 1.54724 -0.18024
O 2.82320 0.07868 0.72826
C -0.12002 -0.05940 -0.05978
C 2.38002 -0.56056 -0.41254
C 0.96736 -1.07752 -0.18810
C -2.91736 0.27418 0.14392
H -2.90445 1.00619 -0.69518
H -3.87929 -0.20381 0.15204
H 2.43536 0.07766 -1.28061
H 3.11115 -1.38778 -0.62448
H 0.69070 -1.70001 -1.04998
H 2.53001 0.97630 0.69748
H -2.77645 0.86344 1.07957
H 0.93813 -1.67421 0.74142

***

ΔE to the lowest compared entry with this formula, charge and spin (kJ/mol)
199.1; 120.5; 126.7; 336.1; 140.2; 54.7